Entry 1:
{
  "formula": "C14H19NO5S",
  "method": "ωB97M-V with the def2-TZVPD basis set",
  "elements": ["C", "C", "H", "H", "O", "C", "O", "C", "C", "N", "C", "C", "C", "H", "H", "H", "C", "O", "C", "H", "H", "O", "C", "O", "C", "H", "H", "S", "C", "H", "H", "H", "H", "C", "H", "H", "H", "H", "H", "H"],
  "positions_angstrom": [[0.9118, -2.9960, 4.2175], [0.6155, -1.4976, 3.9357], [-0.4421, -1.4069, 4.2188], [1.3439, -0.8984, 4.5715], [0.9551, -1.0841, 2.7046], [-0.3051, -1.3948, 1.9973], [-1.3893, -1.8737, 2.4827], [0.0262, -1.0805, 0.4897], [1.1524, -0.4641, 0.0320], [0.9061, -0.0715, -1.2839], [-0.4791, -0.7360, -1.6978], [-0.9362, -1.2972, -0.5434], [-2.1517, -1.6243, -0.5009], [-3.0767, -1.2372, -1.2453], [-2.1674, -2.8049, -0.8950], [-2.8180, -1.6936, 0.6049], [-0.8708, -0.2536, -2.9350], [-1.9495, -0.9167, -3.3046], [-0.1228, 0.4389, -4.1200], [-0.9216, 0.7745, -4.7191], [0.8100, -0.1267, -4.3803], [0.2893, 1.5660, -3.2491], [-0.5077, 2.4025, -2.7766], [-1.7566, 2.2761, -2.6049], [0.4355, 3.3905, -2.2358], [1.2144, 3.9037, -2.6876], [-0.2531, 4.6098, -1.8832], [0.7755, 2.9068, -0.5392], [-0.8534, 2.8107, 0.4785], [-0.6503, 2.3245, 1.2978], [-1.4392, 2.1032, -0.3671], [-1.1037, 3.7098, 0.5562], [1.4943, 0.3568, -1.8962], [2.4273, 0.0672, 0.7737], [2.1808, 0.7574, 1.5462], [2.6527, -0.9922, 1.0714], [3.1829, 0.3675, -0.0916], [0.0487, -3.5930, 3.7651], [1.9595, -3.2762, 3.8574], [0.8124, -3.4470, 5.3552]],
  "forces_ev_per_angstrom": [[-0.4, -2.2, 1.2], [2.4, -0.8, 6.6], [0.6, 0.9, -0.1], [-1.3, -0.6, 0.0], [-4.9, -1.1, -3.2], [-1.0, -0.8, -2.6], [5.4, 2.5, -2.1], [-2.1, -1.8, 3.4], [0.8, 3.8, -2.5], [-4.2, -5.0, 3.8], [7.4, 4.2, 1.3], [9.2, 5.1, -0.9], [-16.9, -7.2, 1.6], [3.3, -0.4, 1.6], [-0.4, 2.4, 1.1], [2.6, 0.2, -3.0], [-6.0, -7.0, -4.4], [2.7, 2.9, 0.4], [0.0, -0.3, 6.0], [-0.3, 0.0, -1.6], [-1.2, 0.9, -0.4], [3.9, -2.6, -4.7], [-4.9, 2.0, 1.7], [4.0, 0.6, -1.0], [-5.6, 6.0, 4.8], [1.7, -0.2, -1.3], [1.4, -3.5, -1.6], [1.2, -0.2, 1.8], [1.3, -6.6, -9.6], [1.2, -2.7, 4.3], [0.7, 2.2, 2.9], [-2.9, 7.4, 0.8], [2.1, 1.3, -1.5], [-0.2, -3.4, -4.1], [0.2, 0.4, 0.4], [1.1, 1.4, 0.9], [-1.5, -0.2, 2.3], [1.6, 0.5, -0.1], [-1.6, 0.1, 0.3], [0.4, 2.0, -2.5]],
  "mulliken_charge": [-1.0099, -0.2857, 0.3367, 0.3331, -0.1426, 0.2533, -0.6408, 0.4395, -0.5569, 0.0210, 0.0611, 1.0902, -1.0585, 0.2951, 0.2825, 0.2246, 0.2169, -0.7025, -0.5561, 0.4302, 0.2664, -0.3533, 0.5592, -0.5915, -0.6913, 0.4935, 0.2514, -0.0618, -0.8959, 0.3420, 0.1624, 0.5043, 0.2855, -1.0452, 0.2752, 0.4219, 0.2302, 0.2661, 0.2489, 0.3006],
  "homo_energy_ev": -8.369,
  "de_lowest_kcal_mol": 301.7,
  "gap_ev": 8.38,
  "e_tot_ev": -37377.8800
}

***

Entry 2:
{
  "formula": "C14H20BBr10F18O8P3Zr",
  "method": "ωB97M-V with the def2-TZVPD basis set",
  "elements": ["Zr", "P", "F", "F", "F", "F", "F", "F", "P", "F", "F", "F", "F", "F", "F", "P", "F", "F", "F", "F", "F", "F", "O", "C", "O", "B", "O", "C", "O", "O", "C", "O", "C", "O", "O", "Br", "C", "C", "Br", "H", "H", "H", "H", "Br", "C", "C", "Br", "H", "H", "H", "H", "Br", "C", "C", "Br", "H", "H", "H", "H", "Br", "C", "C", "Br", "H", "H", "H", "H", "Br", "C", "C", "Br", "H", "H", "H", "H"],
  "positions_angstrom": [[0.6437, 1.4966, 1.1851], [-0.1229, -0.1335, -1.2069], [-0.9427, 0.5353, 0.0428], [0.6584, -0.6189, 0.2004], [-1.0216, -1.3963, -1.3273], [1.0790, -0.6039, -2.0875], [-0.7911, 0.7239, -2.3452], [0.7724, 1.2581, -0.9172], [-0.9657, 4.1979, 0.5064], [0.6168, 3.6023, 0.4590], [-0.6644, 4.6660, 2.0002], [-0.5283, 5.5158, -0.2210], [-2.4893, 4.5986, 0.5689], [-1.2251, 3.4551, -0.8950], [-1.0991, 2.6230, 1.0979], [3.5095, 1.2294, 1.8517], [4.2089, -0.0960, 2.3288], [4.7973, 1.6457, 1.0670], [2.7863, 0.4731, 0.5966], [2.5948, 2.4350, 1.1350], [2.0649, 0.6424, 2.4788], [3.7065, 2.1580, 3.1068], [-2.3195, -1.1057, 8.6331], [-2.5302, -0.8420, 7.4953], [-2.0291, -1.4686, 6.4295], [-2.4231, -0.7580, 5.2302], [-3.4181, 0.2392, 5.6759], [-3.5413, 0.1978, 6.9872], [-4.1678, 0.8877, 7.7240], [-1.3129, -0.0363, 4.5724], [-1.3400, -0.2925, 3.3222], [-0.5324, 0.1915, 2.5269], [-2.4998, -1.2906, 3.0372], [-3.0396, -1.5933, 4.1813], [-2.8162, -1.6585, 1.9496], [1.5389, -0.1638, -6.8813], [1.0907, 0.7930, -5.2176], [1.5732, 2.2043, -5.3699], [1.2976, 3.2224, -3.6835], [1.6329, 0.2396, -4.4609], [0.0259, 0.7429, -5.0084], [1.0296, 2.7272, -6.1511], [2.6362, 2.2828, -5.5641], [-4.2884, 1.4553, -4.5557], [-4.1174, 0.5811, -2.8134], [-4.1928, 1.6352, -1.7228], [-3.9465, 0.8626, 0.0546], [-3.1649, 0.0630, -2.7253], [-4.8828, -0.1790, -2.6749], [-5.1518, 2.1435, -1.7850], [-3.3993, 2.3650, -1.8605], [-2.1229, -5.3328, 1.5200], [-2.2399, -4.3016, -0.1743], [-3.6852, -4.4364, -0.5562], [-3.9047, -3.3966, -2.2470], [-1.5463, -4.6243, -0.9408], [-2.0195, -3.2968, 0.1754], [-4.4638, -4.1837, 0.1528], [-3.8905, -5.4557, -0.8790], [0.7148, -2.7050, 2.8605], [2.2032, -3.9853, 2.7423], [2.4802, -4.5007, 1.3483], [2.9627, -3.0864, 0.0775], [2.0135, -4.7285, 3.5111], [3.1291, -3.4864, 3.0321], [1.6604, -4.9912, 0.8325], [3.3283, -5.1813, 1.3863], [6.7823, 3.3560, -4.9005], [5.2080, 2.3547, -4.3871], [5.3763, 1.6280, -3.0694], [3.7465, 0.6291, -2.5461], [4.9374, 1.6336, -5.1594], [4.3545, 3.0306, -4.3646], [5.5218, 2.3320, -2.2569], [6.1545, 0.8756, -3.1279]],
  "forces_ev_per_angstrom": [[-1.1, -2.3, -1.3], [0.5, -0.7, -1.1], [-3.7, 1.1, -0.3], [1.7, -1.7, 0.1], [0.5, 0.7, 0.2], [-0.5, -0.7, 0.1], [-0.6, -0.9, 0.6], [2.0, 2.5, 0.5], [-1.7, 2.4, -2.2], [1.9, -0.2, -0.1], [-0.1, -0.1, -0.7], [0.4, -0.2, 0.8], [0.6, -0.7, 0.8], [0.4, 0.2, 0.0], [-1.8, -1.5, 2.4], [3.3, -1.9, -0.8], [-0.5, 0.7, 0.6], [-0.7, 0.6, 0.1], [1.1, -1.2, -2.0], [-0.9, 2.3, 0.8], [-1.7, 0.8, 2.9], [0.0, -0.8, -0.6], [0.3, 0.0, 0.1], [-0.8, -0.6, 0.4], [0.8, 0.0, -1.0], [-2.0, -0.2, 1.9], [-0.2, 0.2, -0.9], [1.2, 0.2, 1.0], [-0.7, 0.3, -0.4], [0.8, 0.2, -1.1], [-0.3, -0.1, 1.6], [1.1, 1.7, -1.5], [-0.2, -0.2, -0.6], [0.7, 0.2, 0.1], [0.2, 0.0, -0.5], [-0.3, 0.2, 0.3], [0.3, -0.3, 0.0], [-0.1, 0.4, 0.3], [-0.1, -0.2, -0.5], [0.0, 0.1, 0.1], [0.0, -0.1, -0.3], [0.0, 0.1, 0.1], [0.0, -0.2, 0.0], [0.1, -0.4, 0.5], [0.3, -0.3, 0.9], [0.0, 0.3, -0.6], [-0.4, 0.0, -0.4], [0.1, 0.1, -0.5], [-0.2, 0.2, -0.3], [0.0, 0.0, 0.4], [0.0, 0.0, 0.1], [0.4, -0.1, -0.5], [-0.8, 0.6, 1.5], [0.0, -0.6, -1.6], [-0.2, -0.1, 0.5], [0.0, -0.3, 0.2], [0.1, 0.0, -0.3], [0.4, 0.6, 0.2], [0.0, 0.0, 0.0], [0.6, -0.4, -0.1], [0.6, 0.6, -0.1], [-0.5, -0.2, -0.4], [0.1, -0.1, 0.3], [-0.2, -0.3, -0.4], [-0.3, 0.4, 0.3], [-0.2, -0.1, 0.4], [0.0, 0.1, 0.0], [-0.1, -0.2, 0.1], [-1.2, -0.6, -0.1], [-0.2, 0.2, 0.1], [0.6, 0.3, -0.4], [0.5, 0.0, -0.2], [0.3, 0.3, 0.3], [0.2, -0.1, 0.1], [0.1, 0.1, 0.2]],
  "mulliken_charge": [2.5140, 1.1089, -0.2731, -0.2861, 0.0127, -0.3667, -0.2565, -0.4216, 1.4221, -0.3449, -0.3803, -0.3300, -0.3272, -0.3333, -0.2970, 1.3429, -0.3345, -0.3134, -0.1360, -0.3898, -0.3655, -0.3227, -0.5509, 0.6025, -0.4115, 1.3008, -0.5193, 0.5650, -0.5537, -0.7553, 0.5222, -0.7385, 0.6747, -0.5922, -0.4732, -0.1479, -0.2549, -0.4811, -0.1173, -0.0236, 0.3546, 0.4516, 0.2141, -0.1549, -0.3706, -0.4382, -0.1523, 0.0340, 0.4484, 0.4632, 0.1996, -0.2175, -0.1481, -0.5711, -0.2200, 0.5072, -0.2121, 0.4085, 0.4338, -0.1017, -0.6915, -0.6076, -0.0841, 0.4469, 0.3349, 0.3010, 0.3966, -0.1331, -0.5287, -0.5936, -0.0858, 0.3694, 0.1787, 0.3972, 0.4038],
  "homo_energy_ev": -9.809,
  "de_lowest_kcal_mol": 0.0,
  "gap_ev": 6.24,
  "e_tot_ev": -810408.9940
}

***

Entry 3:
{
  "formula": "C14H20BrCoIN3O2S4",
  "method": "ωB97M-V with the def2-TZVPD basis set",
  "elements": ["Co", "S", "S", "S", "S", "N", "C", "N", "O", "H", "H", "H", "H", "C", "O", "H", "H", "H", "H", "C", "C", "C", "C", "C", "C", "N", "H", "H", "H", "H", "H", "H", "H", "H", "Br", "C", "C", "C", "C", "C", "C", "I", "H", "H", "H", "H"],
  "positions_angstrom": [[-0.4097, -0.5419, 0.0284], [-1.1584, -0.7960, 2.1511], [0.1549, 0.2432, 3.2494], [2.0008, -0.4011, 2.3728], [1.3742, -1.6046, 0.9017], [-0.6636, -0.7070, -4.0599], [-0.2949, -0.0684, -2.9185], [-0.3468, 1.2739, -2.9088], [0.0838, -0.7514, -1.9473], [-1.0876, -0.2107, -4.8223], [-0.8399, -1.6934, -3.9831], [-0.5368, 1.7717, -3.7606], [0.1747, 1.7704, -2.1825], [-3.5290, -0.0606, -0.1984], [-2.2275, 0.1637, -0.7562], [-4.2540, 0.5923, -0.6834], [-3.5297, 0.1035, 0.8779], [-3.7980, -1.0942, -0.4097], [-2.0484, 1.1160, -0.7928], [-1.7990, 2.4416, 1.1012], [-0.5078, 2.3823, 0.3323], [0.1588, 3.4871, -0.1481], [1.3787, 3.0313, -0.6898], [1.4208, 1.6618, -0.5182], [2.5817, 0.8046, -0.9169], [0.2521, 1.2473, 0.0923], [-1.7545, 3.2729, 1.8049], [-1.9765, 1.5373, 1.6755], [-2.6746, 2.6295, 0.4667], [-0.1814, 4.5073, -0.0565], [2.1728, 3.6246, -1.1175], [3.2368, 1.4002, -1.5548], [2.2925, -0.0938, -1.4573], [3.1594, 0.4873, -0.0488], [-0.9243, -6.0377, 1.3802], [0.3463, -5.4147, 0.1329], [1.5246, -6.1349, -0.0131], [2.4908, -5.7116, -0.9098], [2.2865, -4.5683, -1.6672], [1.1130, -3.8468, -1.5282], [0.1452, -4.2714, -0.6276], [-1.5797, -3.1116, -0.4347], [1.6775, -7.0218, 0.5855], [3.4081, -6.2763, -1.0090], [3.0444, -4.2253, -2.3584], [0.9580, -2.9334, -2.0859]],
  "forces_ev_per_angstrom": [[0.0, 0.0, 0.1], [0.0, 0.0, -0.1], [0.0, 0.0, 0.0], [0.1, 0.1, 0.1], [-0.1, 0.0, -0.1], [0.0, 0.0, 0.0], [0.0, 0.0, 0.0], [0.0, 0.0, 0.0], [0.0, 0.0, 0.0], [0.0, 0.0, 0.0], [0.0, 0.0, 0.0], [0.0, 0.0, 0.0], [0.0, 0.0, 0.0], [0.0, 0.0, 0.0], [0.1, 0.0, 0.0], [0.0, 0.0, 0.0], [0.0, 0.0, 0.0], [0.0, 0.0, 0.0], [0.0, 0.0, 0.0], [0.0, 0.0, 0.0], [0.0, 0.0, 0.0], [0.0, 0.0, 0.0], [0.0, 0.0, 0.0], [0.0, 0.0, 0.0], [0.0, 0.0, 0.0], [0.0, 0.0, 0.0], [0.0, 0.0, 0.0], [0.0, 0.0, 0.0], [0.0, 0.0, 0.0], [0.0, 0.0, 0.0], [0.0, 0.0, 0.0], [0.0, 0.0, 0.0], [0.0, 0.0, 0.0], [0.0, 0.0, 0.0], [0.0, 0.0, 0.0], [0.0, 0.0, 0.0], [0.0, 0.0, 0.0], [0.0, 0.0, 0.0], [0.0, 0.0, 0.0], [0.0, 0.0, 0.0], [0.0, 0.0, 0.0], [0.0, 0.0, 0.0], [0.0, 0.0, 0.0], [0.0, 0.0, 0.0], [0.0, 0.0, 0.0], [0.0, 0.0, 0.0]],
  "mulliken_charge": [-0.3475, -0.1474, -0.1097, -0.1328, -0.0045, -0.5011, 0.5116, -0.3399, 0.1525, 0.1798, 0.2226, 0.1748, 0.3357, -0.8983, -0.3347, 0.3160, 0.3463, 0.2659, 0.3081, -1.4047, 0.6589, -1.0993, -0.5506, -0.2111, -1.6090, 1.5805, 0.4243, 0.1160, 0.2737, 0.5055, 0.4594, 0.3701, 0.1694, 0.2723, -0.1790, 0.1257, -0.3978, -0.5283, -0.6494, 0.0199, -0.0809, 0.2952, 0.3802, 0.3709, 0.4087, 0.2819],
  "homo_energy_ev": [-6.691, -6.684],
  "de_lowest_kcal_mol": 0.0,
  "gap_ev": [6.42, 6.47],
  "e_tot_ev": -182519.9635
}

***

Entry 4:
{
  "formula": "C14H20ClFINO5",
  "method": "ωB97M-V with the def2-TZVPD basis set",
  "elements": ["C", "C", "O", "O", "C", "C", "C", "C", "N", "C", "C", "O", "O", "C", "Cl", "C", "C", "C", "O", "I", "C", "C", "F", "H", "H", "H", "H", "H", "H", "H", "H", "H", "H", "H", "H", "H", "H", "H", "H", "H", "H", "H", "H"],
  "positions_angstrom": [[4.6982, -0.8849, -0.8624], [3.7598, -0.4170, -1.9357], [4.0362, 0.5167, -2.6159], [2.5704, -1.0509, -2.1393], [1.8900, -1.4632, -0.9485], [0.5021, -1.9043, -1.3545], [-0.4903, -0.7486, -1.5609], [-1.3898, -0.3512, -0.3714], [-1.6627, -1.4144, 0.6310], [-0.6677, -1.2799, 1.6980], [-1.2854, -1.8370, 2.9855], [-2.5380, -1.6967, 2.9923], [-0.5007, -2.3825, 3.8073], [-0.2471, 0.2400, 1.6612], [-0.4759, 0.9389, 3.2869], [-1.0647, 0.9027, 0.5109], [-2.4536, 1.4262, 0.9147], [-2.5025, 2.7919, 1.5632], [-1.6760, 3.3269, 2.1867], [-4.4020, 3.8133, 1.2227], [-0.2280, 1.9571, -0.1908], [-0.8584, 2.5082, -1.4773], [1.0476, 1.4663, -0.4551], [5.7008, -0.9416, -1.2596], [4.6421, -0.1614, -0.0553], [4.4463, -1.8484, -0.4329], [2.4082, -2.3263, -0.5305], [1.8998, -0.6924, -0.1840], [0.1508, -2.6507, -0.6479], [0.6080, -2.4087, -2.3096], [-1.1702, -1.0908, -2.3370], [0.0166, 0.1079, -1.9790], [-2.3592, -0.2189, -0.8452], [-2.6092, -1.2973, 1.0222], [-1.6874, -2.3596, 0.2503], [0.2296, -1.8359, 1.4545], [0.8214, 0.1965, 1.5352], [-2.9590, 0.7322, 1.5890], [-3.0902, 1.5038, 0.0411], [-0.0830, 2.8005, 0.4742], [-1.1452, 3.5410, -1.3061], [-0.1158, 2.5058, -2.2660], [-1.7658, 1.9865, -1.7619]],
  "forces_ev_per_angstrom": [[-0.5, -0.6, 0.4], [0.1, 0.2, 0.0], [0.2, 0.5, -0.7], [-0.2, 0.3, 0.6], [0.4, -1.1, 0.0], [0.1, 0.7, -0.1], [-0.1, -1.1, 0.3], [-0.6, 0.6, -1.1], [0.2, -0.1, -1.1], [0.9, 0.7, 0.3], [0.3, -1.2, 1.9], [0.3, 0.0, -0.1], [-1.3, 1.2, -1.6], [-1.0, -1.2, 1.2], [0.1, 0.1, -0.1], [0.7, -1.3, 0.2], [0.1, 0.5, 0.1], [-0.7, -0.4, -0.2], [0.7, 0.7, 0.3], [-0.1, -0.1, 0.0], [-0.5, 0.8, -0.4], [0.1, 0.2, 0.5], [0.1, -0.2, -0.1], [0.2, 0.2, -0.1], [0.2, 0.2, 0.1], [-0.1, -0.2, 0.0], [0.1, -0.1, 0.1], [-0.1, 0.3, -0.1], [-0.1, -0.1, 0.1], [0.1, -0.2, -0.1], [-0.2, 0.1, -0.1], [0.2, 0.2, 0.1], [-0.1, 0.4, 0.0], [0.2, 0.0, 1.0], [0.2, 0.0, -0.2], [-0.1, -0.4, -0.2], [0.2, 0.7, -0.5], [0.0, 0.0, 0.3], [0.0, 0.0, -0.2], [0.1, -0.1, 0.4], [0.0, 0.2, -0.1], [0.0, -0.1, -0.2], [0.0, -0.2, -0.3]],
  "mulliken_charge": [-0.9216, 0.6245, -0.5318, -0.3622, -0.5406, -1.1785, -1.2343, -0.7677, 0.1265, -0.2616, 0.3900, -0.7147, -0.7141, 0.1419, -0.1616, 0.8634, -1.4702, 0.1252, -0.3673, -0.0133, -0.5261, -1.4840, -0.2668, 0.3394, 0.2628, 0.3305, 0.3988, 0.4400, 0.5285, 0.6018, 0.4042, 0.4913, 0.7874, 0.6251, 0.4478, 0.0929, 0.1855, 0.5432, 0.7903, 0.8434, 0.3604, 0.4455, 0.3259],
  "homo_energy_ev": -8.910,
  "gap_ev": 8.62,
  "smiles": "CC(=O)OCCC[C@H]1[NH2+][C@H](C(=O)[O-])[C@H](Cl)[C@@]1(CC(=O)I)[C@H](C)F",
  "e_tot_ev": -49909.5969
}